w | A 3-piece molecular cluster, C2H13N2O2 overall, computed with ωB97M-V with the def2-TZVPD basis set.

Geometry as ORCA input:
```
! wB97M-V def2-TZVPD RIJCOSX def2/J DEFGRID3
* xyz 1 1
C -1.675 0.073 -0.276
N -2.302 -0.502 0.938
C -0.247 -0.440 -0.406
N 0.353 -0.776 0.921
H -1.818 1.151 -0.267
H -2.220 -0.194 -1.188
H -2.876 0.225 1.337
H -2.951 -1.252 0.710
H 0.404 0.272 -0.902
H -0.271 -1.386 -0.944
H 1.391 -0.854 0.905
H 0.268 0.035 1.532
H -0.069 -1.547 1.436
H 1.422 1.958 -2.785
H 0.924 0.883 -3.698
O 0.812 1.210 -2.793
H 3.634 -0.078 1.751
H 2.519 1.080 1.906
O 2.702 0.142 1.821
*
```

Results
- Gap between HOMO and LUMO: 10.769 eV

Atomic partial charges in e from the natural (NBO) method, atoms 1 to 5: -0.2573, -0.8728, -0.2463, -0.6766, 0.2151

=====

x | A 3-piece molecular cluster, C2H13N2O2 overall, computed with ωB97M-V with the def2-TZVPD basis set.

Geometry as ORCA input:
```
! wB97M-V def2-TZVPD RIJCOSX def2/J DEFGRID3
* xyz 1 1
N -0.826 -0.028 -0.486
C 0.650 -0.209 -0.505
C 1.404 1.127 -0.802
N 2.706 0.910 -1.360
H -1.299 0.347 0.343
H -1.244 0.475 -1.274
H -1.121 -0.967 -0.674
H 0.932 -0.564 0.484
H 1.135 -0.880 -1.213
H 0.733 1.710 -1.433
H 1.675 1.663 0.109
H 3.409 0.485 -0.783
H 2.870 0.747 -2.338
H -0.894 1.008 2.805
H -2.365 1.249 2.623
O -1.617 0.819 2.191
H -2.283 -2.096 1.317
H -1.932 -3.378 0.514
O -1.934 -2.420 0.482
*
```

Results
- Gap between HOMO and LUMO: 9.561 eV

Atomic partial charges in e from the natural (NBO) method, atoms 1 to 5: -0.6973, -0.2708, -0.2220, -0.8600, 0.4742

=====

y | A 3-piece molecular cluster, C2H13N2O2 overall, computed with ωB97M-V with the def2-TZVPD basis set.

Geometry as ORCA input:
```
! wB97M-V def2-TZVPD RIJCOSX def2/J DEFGRID3
* xyz 1 1
C -0.533 1.147 -1.441
N -0.539 2.276 -0.523
C 0.409 0.092 -0.961
N 0.115 -0.176 0.526
H -1.562 0.778 -1.430
H -0.267 1.402 -2.472
H -1.213 2.998 -0.740
H 0.341 2.758 -0.416
H 0.343 -0.865 -1.451
H 1.448 0.420 -0.914
H 0.950 -0.458 1.040
H -0.697 -0.800 0.601
H -0.162 0.751 0.881
H -2.071 -2.663 0.581
H -2.323 -2.596 -0.931
O -1.933 -2.106 -0.187
H 3.230 -1.115 1.921
H 1.973 -0.912 2.897
O 2.410 -0.602 2.096
*
```

Results
- Gap between HOMO and LUMO: 10.724 eV

Atomic partial charges in e from the natural (NBO) method, atoms 1 to 5: -0.2522, -0.8699, -0.2104, -0.7224, 0.2139

=====

What should be chosen as the most stable of them? Choose y.

=====

w | C18H30N2O11SeTi as an isolated structure, computed with ωB97M-V with the def2-TZVPD basis set.

Geometry as ORCA input:
```
! wB97M-V def2-TZVPD RIJCOSX def2/J DEFGRID3
* xyz 0 3
Ti 0.909 1.083 -0.177
C 1.844 -1.474 1.090
C 1.577 -1.935 -0.345
O 1.079 -0.830 -1.095
C 1.451 -0.852 -2.462
C 2.808 -0.154 -2.625
O 2.746 1.089 -1.952
C 2.960 2.242 -2.745
C 1.645 2.806 -3.340
O 0.602 1.904 -3.022
C -0.684 2.474 -2.971
C -1.587 1.409 -2.352
O -1.216 1.164 -1.009
C -2.123 1.683 -0.031
C -1.326 2.410 1.059
O -0.251 1.545 1.336
C 0.194 1.385 2.666
C 0.976 0.051 2.678
O 0.846 -0.531 1.391
H 2.837 -1.000 1.161
H 1.788 -2.330 1.779
H 0.804 -2.716 -0.349
H 2.503 -2.334 -0.778
H 0.700 -0.257 -2.986
H 1.462 -1.881 -2.847
H 3.036 -0.030 -3.690
H 3.610 -0.743 -2.152
H 3.677 2.010 -3.540
H 3.394 2.978 -2.063
H 1.715 2.923 -4.434
H 1.430 3.785 -2.896
H -1.035 2.744 -3.981
H -0.668 3.368 -2.331
H -1.471 0.470 -2.908
H -2.632 1.727 -2.425
H -2.615 0.806 0.412
H -2.852 2.360 -0.489
H -1.952 2.576 1.946
H -0.926 3.372 0.695
H -0.667 1.336 3.344
H 0.851 2.221 2.948
H 0.564 -0.638 3.429
H 2.036 0.237 2.894
O 2.032 3.656 1.942
Se 2.454 3.018 0.553
O 2.680 1.388 0.732
O 1.131 2.981 -0.474
O 3.683 3.754 -0.117
N -3.341 -5.881 2.454
C -3.299 -4.647 3.077
O -3.759 -4.517 4.208
C -2.764 -3.532 2.310
C -2.308 -3.581 0.973
C -1.916 -2.418 0.355
N -1.917 -1.205 0.923
C -2.333 -1.167 2.203
C -2.748 -2.257 2.918
H -3.617 -6.643 3.055
H -2.681 -6.105 1.730
H -2.291 -4.510 0.422
H -1.594 -2.429 -0.684
H -2.351 -0.179 2.650
H -3.097 -2.176 3.937
*
```

Results
- Gap between HOMO and LUMO (alpha / beta): 3.232 / 7.812 eV

Atomic partial charges in e from the natural (NBO) method, atoms 1 to 5: 1.7189, -0.0771, -0.0837, -0.5942, -0.0869

=====

x | C18H30N2O11SeTi as an isolated structure, computed with ωB97M-V with the def2-TZVPD basis set.

Geometry as ORCA input:
```
! wB97M-V def2-TZVPD RIJCOSX def2/J DEFGRID3
* xyz 0 3
Ti 0.515 0.180 -0.001
C -2.680 -1.062 1.591
C -2.430 -0.008 2.654
O -1.997 1.250 2.185
C -2.885 2.001 1.400
C -2.742 1.683 -0.079
O -1.380 1.600 -0.468
C -0.801 2.708 -1.169
C 0.431 3.209 -0.447
O 1.238 2.074 -0.070
C 2.667 2.188 -0.278
C 3.356 0.896 0.169
O 2.490 -0.202 -0.110
C 3.004 -1.534 -0.015
C 1.949 -2.446 -0.602
O 0.673 -2.113 -0.024
C -0.398 -2.796 -0.675
C -1.732 -2.121 -0.320
O -1.538 -1.224 0.766
H -3.556 -0.819 0.979
H -2.896 -2.008 2.104
H -1.644 -0.346 3.328
H -3.359 0.097 3.231
H -2.633 3.049 1.581
H -3.932 1.856 1.701
H -3.258 2.437 -0.680
H -3.183 0.717 -0.324
H -1.520 3.527 -1.251
H -0.513 2.361 -2.160
H 0.197 3.750 0.473
H 1.007 3.840 -1.125
H 3.037 3.016 0.329
H 2.815 2.365 -1.343
H 3.593 0.895 1.236
H 4.261 0.780 -0.429
H 3.213 -1.746 1.037
H 3.910 -1.605 -0.618
H 2.194 -3.485 -0.364
H 1.908 -2.295 -1.681
H -0.380 -3.840 -0.351
H -0.245 -2.746 -1.755
H -2.463 -2.886 -0.044
H -2.111 -1.565 -1.182
O 0.403 -0.242 -4.503
Se 1.276 0.239 -3.243
O 2.641 -0.592 -2.962
O 0.257 -0.137 -1.848
O 1.484 1.847 -3.072
N 1.841 1.234 7.022
C 1.782 0.057 6.296
O 1.966 -1.019 6.855
C 1.432 0.158 4.884
C 1.242 1.366 4.163
C 0.924 1.345 2.840
N 0.769 0.196 2.094
C 0.933 -0.980 2.811
C 1.251 -1.029 4.132
H 1.864 1.095 8.019
H 1.328 2.036 6.701
H 1.349 2.337 4.629
H 0.758 2.275 2.313
H 0.772 -1.891 2.252
H 1.365 -1.985 4.623
*
```

Results
- Gap between HOMO and LUMO (alpha / beta): 5.561 / 9.244 eV

Atomic partial charges in e from the natural (NBO) method, atoms 1 to 5: 1.7810, -0.0822, -0.0797, -0.5062, -0.0890

=====

What should be chosen as the most stable of them? Choose x.

=====

w | A 2-piece molecular cluster, C9H14 overall, computed with ωB97M-V with the def2-TZVPD basis set.

Geometry as ORCA input:
```
! wB97M-V def2-TZVPD RIJCOSX def2/J DEFGRID3
* xyz 0 1
C -1.512 -2.678 -0.083
C -1.111 -1.970 -1.365
H -2.542 -2.402 0.183
H -1.635 -3.747 -0.279
H -0.883 -2.367 0.744
H -1.948 -1.856 -2.053
H -0.285 -2.409 -1.924
H -0.759 -0.955 -1.158
C -1.629 1.753 -0.511
C 0.999 -0.014 1.616
C 2.160 0.247 0.898
C -0.218 0.499 1.202
C -0.339 1.120 -0.054
C 2.074 0.892 -0.332
C 0.825 1.285 -0.795
H 1.005 -0.611 2.520
H 3.136 -0.001 1.305
H -1.143 0.266 1.725
H 2.955 0.978 -0.942
H -2.476 1.244 -0.041
H -1.681 1.677 -1.587
H 0.712 1.698 -1.789
H -1.736 2.732 -0.057
*
```

Results
- Structure (SMILES): Cc1ccccc1.CC
- Gap between HOMO and LUMO: 10.033 eV

Atomic partial charges in e from the natural (NBO) method, atoms 1 to 5: -0.6158, -0.6144, 0.1987, 0.2072, 0.2117

=====

x | A 2-piece molecular cluster, C9H14 overall, computed with ωB97M-V with the def2-TZVPD basis set.

Geometry as ORCA input:
```
! wB97M-V def2-TZVPD RIJCOSX def2/J DEFGRID3
* xyz 0 1
C -0.365 2.848 1.804
C -0.039 1.816 2.880
H -1.483 2.889 1.753
H 0.024 3.820 2.024
H -0.026 2.534 0.813
H 0.738 2.163 3.563
H 0.434 0.944 2.369
H -0.871 1.533 3.541
C -2.014 0.360 -0.767
C 1.694 -1.724 -0.867
C 0.919 -1.870 -1.995
C 1.326 -1.033 0.290
C -0.365 -1.211 -1.939
C 0.134 -0.324 0.221
C -0.734 -0.426 -0.857
H 2.526 -2.437 -0.686
H 1.266 -1.994 -2.992
H 1.969 -1.040 1.174
H -0.884 -1.265 -2.898
H -0.062 0.248 1.100
H -1.870 1.123 -1.531
H -2.178 0.754 0.293
H -2.920 -0.257 -1.014
*
```

Results
- Structure (SMILES): Cc1ccccc1.CC
- Gap between HOMO and LUMO: 10.060 eV

Atomic partial charges in e from the natural (NBO) method, atoms 1 to 5: -0.6211, -0.6117, 0.2041, 0.2121, 0.2102

=====

y | A 2-piece molecular cluster, C9H14 overall, computed with ωB97M-V with the def2-TZVPD basis set.

Geometry as ORCA input:
```
! wB97M-V def2-TZVPD RIJCOSX def2/J DEFGRID3
* xyz 0 1
C 1.893 3.402 -0.877
C 0.790 0.243 0.931
C 0.613 -0.709 -0.160
C 1.104 1.546 0.621
C 1.256 1.972 -0.685
C 0.731 -0.206 -1.432
C 0.934 1.128 -1.727
H 0.834 0.007 2.020
H 0.135 -1.590 0.283
H 1.204 2.366 1.457
H 0.432 -0.896 -2.223
H 1.061 4.006 -1.098
H 2.755 3.240 -1.659
H 1.057 1.446 -2.830
H 2.345 3.888 0.008
C -3.267 -3.047 0.650
C -2.734 -3.272 2.038
H -3.123 -3.895 -0.013
H -4.327 -2.820 0.647
H -2.704 -2.274 0.215
H -2.974 -2.403 2.640
H -1.626 -3.085 2.126
H -2.974 -4.321 2.269
*
```

Results
- Structure (SMILES): Cc1ccccc1.CC
- Gap between HOMO and LUMO: 9.962 eV

Atomic partial charges in e from the natural (NBO) method, atoms 1 to 5: -0.6338, -0.1982, -0.2468, -0.2254, -0.0058

=====

z | A 2-piece molecular cluster, C9H14 overall, computed with ωB97M-V with the def2-TZVPD basis set.

Geometry as ORCA input:
```
! wB97M-V def2-TZVPD RIJCOSX def2/J DEFGRID3
* xyz 0 1
C -0.694 1.846 -1.828
C -0.477 1.245 -0.461
C 0.607 1.642 0.341
C -1.291 0.343 0.132
C 0.981 1.097 1.525
C -0.913 -0.257 1.410
C 0.207 0.093 2.103
H -0.848 1.292 -2.751
H 0.346 2.279 -1.891
H 1.290 2.430 0.080
H -1.998 -0.292 -0.401
H 1.826 1.518 1.958
H -1.652 -0.871 1.768
H 0.532 -0.342 3.084
H -1.624 2.544 -1.813
C 1.186 -2.222 -1.475
C 0.057 -2.790 -0.693
H 1.305 -2.707 -2.463
H 1.023 -1.079 -1.574
H 2.212 -2.052 -0.875
H 0.361 -2.621 0.262
H -0.018 -3.869 -0.974
H -0.731 -2.213 -0.738
*
```

Results
- Structure (SMILES): Cc1ccccc1.CC
- Gap between HOMO and LUMO: 10.217 eV

Atomic partial charges in e from the natural (NBO) method, atoms 1 to 5: -0.6510, -0.0163, -0.2225, -0.2189, -0.1996

=====

What should be chosen as the most stable of them? Choose w.

=====

w | A 2-piece molecular cluster, C9H14 overall, computed with ωB97M-V with the def2-TZVPD basis set.

Geometry as ORCA input:
```
! wB97M-V def2-TZVPD RIJCOSX def2/J DEFGRID3
* xyz 0 1
C -2.655 0.223 0.225
C -1.083 1.976 -0.657
C -1.211 0.891 0.081
C 0.251 2.528 -0.653
C 1.162 2.161 0.300
C -0.336 0.465 1.061
C 0.883 1.056 1.161
H -1.933 2.523 -0.989
H 0.653 3.161 -1.432
H -3.245 0.650 -0.531
H -3.161 0.544 1.135
H 2.202 2.506 0.374
H -0.644 -0.456 1.631
H 1.658 0.714 1.991
H -2.402 -0.878 -0.022
C 1.987 -1.907 -0.361
C 0.537 -2.460 -0.539
H 1.931 -1.428 0.587
H 2.575 -2.831 -0.396
H 2.374 -1.374 -1.183
H 0.365 -3.436 0.058
H -0.213 -1.778 -0.289
H 0.305 -2.850 -1.552
*
```

Results
- Structure (SMILES): Cc1ccccc1.CC
- Gap between HOMO and LUMO: 10.220 eV

Atomic partial charges in e from the natural (NBO) method, atoms 1 to 5: -0.6334, -0.2360, 0.0067, -0.1915, -0.2414

=====

x | A 2-piece molecular cluster, C9H14 overall, computed with ωB97M-V with the def2-TZVPD basis set.

Geometry as ORCA input:
```
! wB97M-V def2-TZVPD RIJCOSX def2/J DEFGRID3
* xyz 0 1
C 2.190 1.861 -1.953
C -1.474 0.923 -1.547
C -0.267 1.118 -2.218
C -1.718 1.257 -0.272
C 0.846 1.462 -1.492
C -0.579 1.506 0.582
C 0.655 1.522 -0.057
H -2.226 0.250 -1.968
H -0.109 0.626 -3.295
H -2.668 1.215 0.108
H -0.690 1.468 1.525
H 2.813 1.008 -2.119
H 2.701 2.532 -1.187
H 1.649 1.732 0.433
H 2.233 2.355 -2.931
C -0.048 -1.958 1.747
C -0.796 -3.171 2.354
H 0.286 -2.404 0.792
H -0.675 -1.276 1.405
H 0.858 -1.720 2.319
H -0.900 -2.914 3.458
H -0.318 -4.112 2.432
H -1.764 -3.281 1.882
*
```

Results
- Structure (SMILES): Cc1ccccc1.CC
- Gap between HOMO and LUMO: 9.896 eV

Atomic partial charges in e from the natural (NBO) method, atoms 1 to 5: -0.6370, -0.2153, -0.2164, -0.2084, -0.0239

=====

y | A 2-piece molecular cluster, C9H14 overall, computed with ωB97M-V with the def2-TZVPD basis set.

Geometry as ORCA input:
```
! wB97M-V def2-TZVPD RIJCOSX def2/J DEFGRID3
* xyz 0 1
C -0.897 1.223 -1.856
C -2.205 1.806 -2.451
H -0.979 0.168 -1.555
H -0.082 1.193 -2.590
H -0.586 1.868 -1.031
H -2.497 1.165 -3.275
H -1.924 2.794 -2.820
H -3.092 1.781 -1.793
C 0.495 0.350 3.064
C 1.071 -1.788 -0.657
C 2.156 -1.425 0.116
C -0.196 -1.548 -0.182
C 1.946 -0.812 1.344
C -0.395 -0.902 1.031
C 0.699 -0.459 1.810
H 1.305 -2.310 -1.572
H 3.180 -1.609 -0.255
H -0.994 -1.849 -0.854
H 2.861 -0.429 1.833
H -1.397 -0.869 1.465
H 0.878 -0.221 3.917
H -0.520 0.657 3.263
H 1.173 1.217 3.049
*
```

Results
- Structure (SMILES): Cc1ccccc1.CC
- Gap between HOMO and LUMO: 10.039 eV

Atomic partial charges in e from the natural (NBO) method, atoms 1 to 5: -0.6045, -0.6103, 0.2069, 0.2005, 0.2008

=====

z | A 2-piece molecular cluster, C9H14 overall, computed with ωB97M-V with the def2-TZVPD basis set.

Geometry as ORCA input:
```
! wB97M-V def2-TZVPD RIJCOSX def2/J DEFGRID3
* xyz 0 1
C 3.109 0.486 -1.673
C 0.449 -0.909 1.346
C 0.950 -1.825 0.421
C 0.428 0.449 1.060
C 1.667 -1.285 -0.703
C 1.261 0.860 0.041
C 1.874 0.071 -0.933
H -0.026 -1.208 2.296
H 0.749 -2.855 0.559
H -0.109 1.100 1.719
H 2.174 -1.941 -1.391
H 1.362 1.911 -0.136
H 3.806 -0.369 -1.721
H 3.523 1.528 -1.391
H 2.962 0.417 -2.787
C -3.049 0.327 1.170
C -2.933 0.444 -0.328
H -4.101 0.711 1.438
H -2.875 -0.487 1.827
H -2.445 1.162 1.528
H -2.086 -0.155 -0.792
H -3.811 0.056 -0.962
H -2.881 1.514 -0.588
*
```

Results
- Structure (SMILES): Cc1ccccc1.CC
- Gap between HOMO and LUMO: 9.971 eV

Atomic partial charges in e from the natural (NBO) method, atoms 1 to 5: -0.6464, -0.2009, -0.2267, -0.2244, -0.1856

=====

What should be chosen as the most stable of them? Choose y.